ORCA calculation (ωB97M-V/def2-TZVPD) on a 13-piece molecular cluster, C23H77O28P5 overall at a distorted geometry.

The geometry in XYZ format:
```
133
Properties=species:S:1:pos:R:3:lowdin_charge:R:1
P -10.82852 20.95869 -14.10043 0.587
P -2.33521 17.63700 -7.46198 0.502
P -5.29720 18.89527 -17.04336 0.445
P -7.12528 25.37564 -11.29378 0.514
P -4.04862 24.72224 -7.29374 0.506
O -6.76656 19.22053 -17.73272 -0.224
O -2.30866 18.73168 -8.68902 -0.229
O -10.03759 20.69731 -8.83309 -0.133
O -5.53718 25.52814 -10.91861 -0.248
O -4.40471 20.15198 -17.52238 -0.234
O -3.56467 16.07909 -12.60196 -0.130
O -0.81281 17.69352 -6.90160 -0.209
O -7.85210 26.66265 -10.56452 -0.217
O -9.47706 20.44133 -14.38691 -0.234
O -4.38910 23.56718 -8.37979 -0.207
O -4.67416 17.62770 -17.48378 -0.242
O -7.71184 24.05053 -10.90040 -0.251
O -10.97588 22.61432 -14.08289 -0.221
O -3.73875 21.23383 -12.15187 -0.143
O -9.09006 17.75307 -14.56081 -0.153
O -10.42943 16.45019 -10.55232 -0.121
O -5.68275 15.38710 -10.97259 -0.149
O -6.06618 19.91308 -11.33174 -0.142
O -3.80537 23.95440 -5.85882 -0.209
O -5.49996 25.43218 -7.00464 -0.240
O -3.41523 17.90668 -6.47745 -0.254
O -5.40653 19.02701 -15.44013 -0.232
O -12.02570 20.55866 -15.16477 -0.223
O -2.93457 25.60746 -7.72638 -0.239
O -8.21293 19.98911 -6.97535 -0.104
O -7.18578 25.78565 -12.84437 -0.219
O -2.40306 16.15450 -8.17861 -0.222
O -11.45184 20.41372 -12.64656 -0.244
C -7.22747 20.68151 -11.07480 -0.139
C -3.99769 17.21808 -13.33459 -0.140
C 0.28880 17.36393 -7.75299 -0.106
C -7.88308 26.75629 -9.21303 -0.162
C -7.95268 17.21315 -13.89675 -0.134
C -2.99421 20.17148 -17.03273 -0.056
C -10.86705 17.78929 -10.61818 -0.150
C -11.84047 19.52893 -16.13905 -0.089
C -6.77841 16.22145 -10.53120 -0.092
C -7.83789 18.28967 -17.53481 -0.088
C -7.32666 19.15189 -7.65197 -0.153
C -3.73078 22.62848 -11.87365 -0.110
C -12.70781 20.88120 -12.24876 -0.126
C -5.45365 22.68912 -8.17530 -0.118
C -3.09520 24.62395 -4.88131 -0.158
C -3.41443 19.18748 -9.46066 -0.092
C -3.59935 15.59876 -8.65334 -0.125
C -4.87401 26.76719 -10.85143 -0.094
C -10.08046 22.06646 -9.15035 -0.147
C -10.34085 23.43162 -13.10635 -0.103
C -5.50763 26.73338 -6.41609 -0.110
C -5.84743 20.22692 -14.84601 -0.098
C -7.06223 24.70492 -13.83808 -0.063
H -4.28753 15.79966 -12.03541 0.006
H -2.13186 24.17253 -4.64404 0.094
H -9.71605 22.93113 -12.36660 0.066
H -11.97016 19.87141 -17.16568 0.090
H -2.32124 20.56610 -17.79396 0.088
H -5.93010 21.07029 -15.53158 0.090
H -5.31604 20.39860 -11.68269 0.013
H -9.65341 24.11896 -13.59939 0.068
H -9.78838 16.36555 -9.84275 0.057
H -4.72982 27.05509 -5.72355 0.084
H -4.32554 26.83397 -9.91186 0.084
H -9.09671 22.53537 -9.17148 0.057
H -5.50608 27.64401 -10.99200 0.092
H -2.71047 22.95998 -11.68092 0.089
H -8.18099 17.70571 -18.38885 0.092
H -4.34695 18.68919 -9.19572 0.079
H -10.86681 19.03951 -16.16210 0.060
H -7.67336 17.85271 -13.05947 0.070
H -10.78393 18.30856 -11.57294 0.059
H -7.97314 19.90337 -6.04974 0.105
H -2.90778 25.67836 -5.08433 0.075
H -5.72186 27.54837 -7.10746 0.082
H -3.71824 15.66740 -9.73465 0.070
H -3.87363 18.07258 -12.66935 0.057
H -7.48004 19.11638 -8.73053 0.070
H -5.70203 22.66223 -7.11432 0.092
H -7.27450 21.44131 -11.85491 0.068
H -11.91146 17.87938 -10.31952 0.077
H -13.27240 20.02180 -11.88716 0.095
H -8.29479 16.26644 -13.47863 0.085
H -5.03816 17.07698 -13.62718 0.066
H -7.72288 15.85393 -10.93248 0.071
H -7.78099 24.84786 -14.64495 0.084
H -3.40510 17.42325 -14.22613 0.076
H -12.61201 21.64276 -11.47483 0.085
H -6.80365 20.10446 -14.33735 0.076
H -3.57688 20.26302 -9.39033 0.072
H -6.28358 19.44648 -7.53668 0.074
H -11.10042 23.91796 -12.49427 0.098
H -6.59838 17.19723 -10.98235 0.070
H -7.45849 27.72476 -8.94872 0.090
H -9.31628 20.60930 -8.20574 0.010
H -7.54725 17.59642 -16.74550 0.066
H -6.33029 26.60616 -5.71243 0.095
H -7.30154 25.98908 -8.70185 0.075
H -6.05829 24.87472 -14.22716 0.094
H -13.26796 21.25315 -13.10666 0.084
H -12.58285 18.76778 -15.89896 0.096
H -7.17036 17.15595 -14.65359 0.056
H -10.60836 22.20638 -10.09366 0.063
H -4.01162 23.25470 -12.72045 0.074
H -2.85237 20.89236 -12.29093 0.096
H -6.32363 23.02844 -8.73751 0.072
H -5.30182 21.68368 -8.56792 0.074
H -8.89429 26.73566 -8.80669 0.099
H -10.56364 22.51063 -8.28009 0.079
H 0.77760 16.42957 -7.47705 0.088
H -4.46339 16.07702 -8.19206 0.075
H -6.73826 16.31020 -9.44557 0.074
H -2.97197 20.71000 -16.08531 0.076
H -3.14303 19.05536 -10.50803 0.075
H -3.68205 14.55100 -8.36441 0.094
H -9.05025 18.71169 -14.52839 -0.011
H -2.56563 19.20144 -16.78084 0.080
H -4.30347 22.91407 -10.99128 0.069
H -7.33863 18.12375 -7.29015 0.085
H -7.35249 23.72475 -13.45977 0.069
H -4.23352 26.65388 -11.72610 0.096
H -5.72741 14.55928 -10.48852 0.091
H -10.23830 18.33708 -9.91625 0.062
H 1.03168 18.16152 -7.74494 0.091
H -8.67697 18.91692 -17.23379 0.075
H -5.08437 20.59945 -14.16260 0.072
H -7.21558 21.24392 -10.14117 0.048
H -0.04974 17.15020 -8.76680 0.080
H -3.63537 24.64649 -3.93484 0.091
H -8.06865 19.98832 -11.06943 0.080
```

The value obtained for the orbital gap is 9.607 eV. The value obtained for the HOMO energy is -9.3 eV. Its molecular weight is 956.711 g mol⁻¹. The lowest unoccupied orbital energy is 0.26 eV. As for the energy above the lowest of the compared OMol25 structures with the same formula, charge and spin: 34.03 kcal/mol.